This record from OMol25 describes a cluster of 3 separate species, C10H14O9 in total. The level of theory is ωB97M-V with the def2-TZVPD basis set.

Bonds (Å) are listed after each position.
Geometry (Å):
1 O 1.197 -2.345 3.333  C10 1.430, C13 1.360
2 O 0.104 2.025 -0.582  C15 1.420, C17 1.356
3 O -3.175 0.188 -0.322  C18 1.429, C19 1.376
4 O 1.039 1.730 -2.577  C11 1.461, C17 1.355
5 O 2.951 -1.210 2.551  C12 1.436, C13 1.350
6 O -3.386 1.999 -1.601  C14 1.450, C19 1.353
7 O -2.980 2.251 0.606  C19 1.183
8 O 1.316 -1.831 1.139  C13 1.188
9 O 0.478 3.807 -1.923  C17 1.187
10 C 1.765 -1.666 4.457  O1 1.430, C12 1.509, H26 1.088, H29 1.091
11 C 0.785 0.384 -2.067  O4 1.461, C15 1.513, C16 1.504, H32 1.093
12 C 3.166 -1.416 3.956  O5 1.436, C10 1.509, H24 1.095, H30 1.086
13 C 1.786 -1.811 2.230  O1 1.360, O5 1.350, O8 1.188
14 C -3.646 0.851 -2.448  O6 1.450, C18 1.533, H23 1.089, H31 1.085
15 C 0.572 0.685 -0.600  O2 1.420, C11 1.513, H21 1.087, H22 1.095
16 C 1.954 -0.516 -2.362  C11 1.504, H20 1.092, H25 1.098, H27 1.083
17 C 0.516 2.639 -1.718  O2 1.356, O4 1.355, O9 1.187
18 C -4.004 -0.220 -1.411  O3 1.429, C14 1.533, H28 1.086, H33 1.086
19 C -3.169 1.564 -0.338  O3 1.376, O6 1.353, O7 1.183
20 H 2.874 0.068 -2.290  C16 1.092
21 H -0.092 -0.016 -0.100  C15 1.087
22 H 1.523 0.657 -0.055  C15 1.095
23 H -2.712 0.633 -2.964  C14 1.089
24 H 3.758 -2.334 4.043  C12 1.095
25 H 2.072 -1.194 -1.507  C16 1.098
26 H 1.760 -2.312 5.333  C10 1.088
27 H 1.884 -1.064 -3.293  C16 1.083
28 H -5.052 -0.172 -1.129  C18 1.086
29 H 1.190 -0.768 4.685  C10 1.091
30 H 3.728 -0.640 4.466  C12 1.086
31 H -4.435 1.125 -3.141  C14 1.085
32 H -0.128 0.079 -2.584  C11 1.093
33 H -3.638 -1.171 -1.786  C18 1.086

energy = -29024.5200 eV
F_max = 1.6 eV/A
relative energy (zero: lowest compared OMol25 entry of this formula, charge and spin) = 0.0 kcal/mol
highest occupied orbital energy = -10.534 eV
SMILES string = C[C@H]1COC(=O)O1.O=C1OCCO1.O=C1OCCO1
total charge = 0
spin multiplicity = 1